1.
Entry from the Open Molecules 2025 dataset: a structure of composition C33H33MnN9OS3 (ωB97M-V with the def2-TZVPD basis set).

Cartesian coordinates (Å):
Mn: 1.537 0.677 0.536
N: 2.175 2.248 -3.413
C: 2.147 1.439 -2.361
N: 1.597 1.735 -1.217
C: 1.060 3.019 -1.036
N: 0.670 3.418 0.135
N: 0.848 2.431 1.066
C: 0.436 2.600 2.262
C: 0.663 1.465 3.148
C: 0.310 1.472 4.486
C: 0.585 0.352 5.257
C: 1.211 -0.732 4.667
C: 1.533 -0.665 3.321
N: 1.261 0.398 2.567
C: 0.966 3.904 -2.184
C: 0.325 5.146 -2.126
C: 0.287 5.950 -3.243
C: 0.890 5.534 -4.433
C: 1.525 4.312 -4.512
C: 1.553 3.502 -3.383
H: 2.599 1.928 -4.270
H: 2.603 0.463 -2.479
H: -0.056 3.509 2.590
H: -0.168 2.342 4.915
H: 0.322 0.333 6.306
H: 1.456 -1.618 5.235
H: 2.025 -1.492 2.823
H: -0.134 5.452 -1.197
H: -0.211 6.908 -3.202
H: 0.857 6.174 -5.304
H: 1.989 3.985 -5.434
C: 3.949 3.379 1.290
C: 4.365 2.006 0.888
N: 3.591 0.954 0.700
C: 4.350 -0.153 0.356
C: 5.683 0.059 0.267
S: 6.027 1.683 0.642
C: 3.610 -1.386 0.144
C: 4.085 -2.649 0.018
S: 2.781 -3.736 -0.125
C: 1.666 -2.450 -0.007
N: 2.228 -1.268 0.117
C: 0.205 -2.718 -0.042
H: 2.892 3.418 1.504
H: 4.174 4.098 0.501
H: 4.496 3.691 2.180
H: 6.460 -0.643 0.014
H: 5.108 -2.984 0.031
H: 0.004 -3.769 0.161
H: -0.202 -2.468 -1.022
H: -0.299 -2.106 0.704
C: -2.614 -3.348 2.393
C: -2.334 -1.867 2.610
C: -3.199 -0.955 1.751
N: -2.987 -1.164 0.314
C: -2.094 -0.537 -0.422
S: -1.048 0.647 0.234
N: -2.024 -0.761 -1.770
C: -2.905 -1.381 -2.704
O: -2.870 -0.973 -3.833
C: -3.771 -2.508 -2.270
C: -3.250 -3.589 -1.560
C: -4.066 -4.665 -1.246
C: -5.401 -4.654 -1.629
C: -5.918 -3.581 -2.342
C: -5.102 -2.512 -2.679
H: -2.004 -3.966 3.051
H: -2.398 -3.648 1.364
H: -3.660 -3.584 2.593
H: -1.283 -1.638 2.406
H: -2.509 -1.598 3.655
H: -2.993 0.089 1.971
H: -4.259 -1.139 1.931
H: -3.576 -1.850 -0.142
H: -1.424 -0.094 -2.239
H: -2.205 -3.596 -1.273
H: -3.662 -5.515 -0.713
H: -6.038 -5.492 -1.382
H: -6.955 -3.582 -2.648
H: -5.484 -1.683 -3.259

Its multiplicity is 2. Its energy above the lowest of the compared OMol25 structures with the same formula, charge and spin is 0.0 kJ/mol. Its charge is +2. As for the expectation value of S²: 0.77. As for the total energy: -114031.65745 eV. The calculation puts the max |F| at 0.558 eV Å⁻¹. The calculation puts the HOMO-LUMO gap (alpha / beta) at 7.514 / 7.348 eV.

=====

2.
Entry from the Open Molecules 2025 dataset: a cluster of 2 separate species, C3H11NOS2 in total at a distorted geometry (ωB97M-V with the def2-TZVPD basis set).

Cartesian coordinates (Å):
N: -0.656 -0.353 1.272
C: -0.561 0.748 0.316
C: -0.325 0.234 -1.103
S: 1.435 0.151 -1.576
S: 1.907 -1.783 -0.981
C: 3.422 -1.422 -0.004
H: -1.186 -0.036 2.070
H: 0.262 -0.537 1.663
H: -1.509 1.275 0.281
H: 0.211 1.494 0.513
H: -0.701 -0.774 -1.196
H: -0.862 0.739 -1.889
H: 4.263 -1.756 -0.588
H: 3.414 -0.365 0.211
H: 3.421 -2.031 0.895
H: -4.293 1.530 -0.738
H: -3.884 1.093 0.661
O: -4.354 1.794 0.193

Its SMILES is CSSCCN.O. Its energy above the lowest of the compared OMol25 structures with the same formula, charge and spin is 47.0 kJ/mol. Its charge is 0. As for the total energy: -28497.10886 eV. The calculation puts the max |F| at 1.014 eV Å⁻¹. The calculation puts the HOMO-LUMO gap at 8.796 eV.

=====

3.
Entry from the Open Molecules 2025 dataset: a structure of composition C11H11Cl3N4O6SSr (ωB97M-V with the def2-TZVPD basis set).

Cartesian coordinates (Å):
Sr: -1.164 2.391 0.713
O: -2.652 3.494 -1.405
Cl: -3.615 3.676 -0.330
O: -4.817 4.279 -0.773
O: -2.950 4.477 0.696
O: -3.844 2.361 0.257
Cl: -2.048 3.135 3.664
C: -0.579 2.357 4.285
Cl: 0.810 2.753 3.251
H: -0.726 1.285 4.246
H: -0.388 2.732 5.282
O: -0.987 0.307 2.051
N: -0.728 -0.816 1.528
N: -0.607 -0.781 0.253
O: -0.745 0.311 -0.453
C: -0.335 -2.008 -0.433
C: 0.110 -3.130 0.255
C: 0.407 -4.279 -0.459
C: 0.265 -4.311 -1.842
C: -0.188 -3.184 -2.510
C: -0.490 -2.023 -1.809
H: 0.219 -3.101 1.329
H: 0.752 -5.157 0.071
H: 0.498 -5.214 -2.391
H: -0.317 -3.205 -3.584
H: -0.848 -1.134 -2.306
S: 1.244 3.358 -0.891
C: 1.805 1.782 -0.730
N: 2.110 1.065 -1.859
C: 2.542 -0.209 -1.834
C: 2.718 -0.826 -0.636
C: 2.396 -0.066 0.503
N: 1.968 1.173 0.467
H: 1.931 1.537 -2.735
H: 2.721 -0.672 -2.793
H: 3.048 -1.850 -0.569
H: 2.484 -0.507 1.491

Its energy above the lowest of the compared OMol25 structures with the same formula, charge and spin is 0.0 kJ/mol. Its charge is 0. As for the total energy: -79062.47661 eV. The calculation puts the max |F| at 0.148 eV Å⁻¹. The calculation puts the HOMO-LUMO gap at 7.804 eV.

=====

4.
Entry from the Open Molecules 2025 dataset: a cluster of 2 separate species, C4H14N3O in total at a distorted geometry (ωB97M-V with the def2-TZVPD basis set).

Cartesian coordinates (Å):
C: -2.323 2.412 1.108
O: -2.242 1.463 0.049
H: -2.822 1.546 -0.698
H: -2.516 1.831 2.010
H: -3.071 3.126 0.780
H: -1.382 2.951 1.264
C: 1.682 -1.153 0.672
C: 1.152 -1.090 2.070
C: 0.523 -0.638 -1.508
N: 0.662 -0.446 -0.215
N: 1.153 -1.641 -2.130
N: -0.237 0.209 -2.238
H: 2.565 -0.495 0.497
H: 1.800 -2.167 0.348
H: 0.114 -1.455 2.121
H: 1.248 -0.059 2.421
H: 0.064 0.203 0.282
H: 1.353 -2.437 -1.543
H: 1.199 -1.789 -3.123
H: -0.277 1.109 -1.779
H: -0.263 0.218 -3.243
H: 1.618 -1.701 2.855

Its energy above the lowest of the compared OMol25 structures with the same formula, charge and spin is 121.4 kJ/mol. Its charge is +1. As for the total energy: -10886.90280 eV. The calculation puts the max |F| at 2.301 eV Å⁻¹. The calculation puts the HOMO-LUMO gap at 10.919 eV.

=====

5.
Entry from the Open Molecules 2025 dataset: a structure of composition C5H9NO (ωB97M-V with the def2-TZVPD basis set).

Cartesian coordinates (Å):
C: 1.189 -0.814 -0.236
C: 1.021 -0.167 1.508
N: 0.390 1.111 1.615
C: -0.452 1.267 0.555
O: -0.865 2.285 0.039
C: -0.590 -0.136 0.021
C: -1.181 -0.191 -1.370
H: 1.792 -0.040 -0.713
H: 0.673 -1.369 -1.034
H: 1.840 -1.584 0.180
H: 0.410 -0.930 2.008
H: 0.979 1.902 1.850
H: -1.143 -0.778 0.708
H: -0.587 0.380 -2.088
H: -2.169 0.279 -1.313
H: -1.306 -1.216 -1.727

Its energy above the lowest of the compared OMol25 structures with the same formula, charge and spin is 585.7 kJ/mol. Its charge is 0. As for the total energy: -8863.14254 eV. The calculation puts the max |F| at 0.451 eV Å⁻¹. The calculation puts the HOMO-LUMO gap (alpha / beta) at 7.829 / 7.829 eV.

=====

Q: What is the formula in the fifth record?
A: C5H9NO

=====

Q: What is the max |F| in the second record?
A: 1.014 eV Å⁻¹